No. 1
The following is a quantum chemistry calculation of a structure of composition C18H14O5PTi, from the Open Molecules 2025 dataset.

As for the LUMO energy (alpha / beta): -10.26 / -10.58 eV. For the energy above the lowest of the compared OMol25 structures with the same formula, charge and spin, the calculation gives 454.6 kJ/mol.

```
! RIJCOSX wB97M-V def2-TZVPD def2/J DEFGRID3
* xyz 2 2
O -0.352 2.974 -2.228
C -0.344 1.826 -2.187
Ti -0.331 -0.024 -2.153
C -0.319 -1.887 -2.239
O -0.312 -3.030 -2.293
C -0.332 -0.028 -4.281
O -0.417 -1.008 -4.974
C 1.505 -0.020 -2.396
O 2.647 0.007 -2.530
C -2.168 -0.044 -2.395
O -3.310 -0.033 -2.528
H -0.244 0.976 -4.761
C -1.574 -0.059 1.943
P -0.615 -0.032 0.376
C -0.034 1.651 0.726
C -0.956 2.717 0.667
C -0.558 4.021 0.967
C 0.763 4.279 1.335
C 1.686 3.232 1.397
C 1.293 1.923 1.092
C 0.077 -1.654 0.800
C 1.316 -1.787 1.448
C 1.781 -3.050 1.831
C 1.012 -4.189 1.579
C -0.226 -4.067 0.948
C -0.695 -2.807 0.569
H -2.278 0.796 1.996
H -0.894 -0.022 2.819
H -2.196 -0.977 2.003
H -1.986 2.533 0.386
H -1.276 4.830 0.916
H 1.069 5.289 1.572
H 2.710 3.434 1.684
H 2.027 1.140 1.148
H 1.920 -0.930 1.678
H 2.734 -3.144 2.335
H 1.372 -5.164 1.882
H -0.829 -4.948 0.763
H -1.669 -2.727 0.101
*
```

Here are the natural (NBO) charges for atoms 1 to 5, given in e:
1 O -0.3198
2 C 0.5670
3 Ti -0.2727
4 C 0.5833
5 O -0.3163

No. 2
The following is a quantum chemistry calculation of a structure of composition C18H68GaO17S, from the Open Molecules 2025 dataset.

As for the LUMO energy: 1.73 eV.

```
! RIJCOSX wB97M-V def2-TZVPD def2/J DEFGRID3
* xyz -1 1
C -2.796 2.315 1.559
C -3.854 1.374 1.048
O -4.818 1.700 0.386
O -3.593 0.130 1.402
C -4.385 -0.937 0.805
Ga -4.156 -1.158 -1.220
S -2.006 -0.387 -1.633
H -2.763 3.192 0.916
H -3.047 2.615 2.581
H -1.841 1.791 1.550
H -5.438 -0.856 1.097
H -3.986 -1.829 1.300
H -4.370 -2.719 -1.568
H -5.202 -0.274 -2.043
H -2.174 0.329 -2.744
C -1.989 -0.447 -6.336
O -2.418 -0.723 -5.014
H -2.605 0.360 -6.718
H -0.941 -0.130 -6.364
H -2.114 -1.316 -6.991
H -1.885 -1.431 -4.637
C 0.597 -0.655 1.180
O 0.120 -1.990 1.310
H 1.432 -0.536 1.871
H 0.935 -0.472 0.157
H -0.179 0.070 1.437
H -0.612 -2.089 0.686
C 4.603 -0.410 1.665
O 3.990 -1.229 0.676
H 5.517 0.005 1.249
H 3.934 0.403 1.954
H 4.845 -1.004 2.553
H 3.183 -1.575 1.075
C -8.055 1.814 -1.223
O -7.052 2.812 -1.288
H -8.856 2.118 -1.896
H -7.667 0.843 -1.541
H -8.468 1.721 -0.212
H -6.340 2.532 -0.700
C 2.989 0.037 5.261
O 2.417 -0.683 4.173
H 3.972 0.373 4.944
H 2.391 0.915 5.517
H 3.101 -0.590 6.149
H 1.540 -0.982 4.427
C -0.034 -4.709 -0.844
O -0.952 -3.792 -1.427
H 0.965 -4.360 -1.098
H -0.124 -4.732 0.247
H -0.180 -5.717 -1.241
H -1.850 -4.069 -1.214
C 6.222 -3.863 3.600
O 6.551 -3.764 2.220
H 6.875 -4.616 4.035
H 6.390 -2.911 4.113
H 5.183 -4.173 3.733
H 5.968 -3.104 1.832
C -2.868 0.061 -10.419
O -2.757 0.900 -9.280
H -2.083 -0.687 -10.338
H -3.835 -0.450 -10.454
H -2.727 0.618 -11.350
H -3.447 1.567 -9.326
C 7.767 1.908 1.343
O 7.278 1.634 2.651
H 7.163 2.718 0.942
H 8.814 2.225 1.361
H 7.671 1.041 0.684
H 7.800 0.914 3.015
C -1.076 -7.426 -3.844
O -1.012 -7.576 -2.432
H -1.101 -6.357 -4.045
H -0.199 -7.857 -4.337
H -1.979 -7.881 -4.259
H -0.993 -8.513 -2.222
C 4.133 2.861 8.102
O 4.646 1.947 7.134
H 3.049 2.788 8.070
H 4.476 2.602 9.109
H 4.416 3.885 7.869
H 5.604 2.006 7.144
C 2.701 -0.108 -2.439
O 1.742 0.766 -3.019
H 3.685 0.272 -2.712
H 2.633 -0.135 -1.350
H 2.603 -1.127 -2.823
H 0.867 0.436 -2.788
C -8.625 0.621 -4.518
O -9.161 -0.682 -4.300
H -7.698 0.697 -3.956
H -8.407 0.787 -5.577
H -9.317 1.390 -4.165
H -9.980 -0.751 -4.795
C 1.022 3.796 1.042
O -0.081 3.103 0.486
H 0.745 4.068 2.059
H 1.920 3.172 1.079
H 1.252 4.712 0.488
H 0.141 2.848 -0.415
C 3.239 6.964 7.038
O 2.806 5.619 7.196
H 4.035 7.128 7.761
H 3.634 7.146 6.035
H 2.434 7.676 7.238
H 2.102 5.456 6.561
*
```

Here are the Mulliken charges for atoms 1 to 5, given in e:
1 C -0.4543
2 C 0.6156
3 O -0.7029
4 O -0.3548
5 C -0.5791

No. 3
The following is a quantum chemistry calculation of a cluster of 2 separate species, C2H7N3 in total, from the Open Molecules 2025 dataset.

As for the LUMO energy (alpha / beta): 2.61 / 2.60 eV. For the energy above the lowest of the compared OMol25 structures with the same formula, charge and spin, the calculation gives 200.5 kJ/mol.

```
! RIJCOSX wB97M-V def2-TZVPD def2/J DEFGRID3
* xyz -1 2
C -4.808 -2.692 -0.313
N -4.363 -2.181 0.770
H -5.861 -2.618 -0.745
H -4.140 -3.504 -0.607
H -4.817 -1.268 0.860
N 3.070 2.740 -0.430
C 3.072 1.504 0.342
N 3.059 0.313 -0.121
H 2.966 2.811 -1.431
H 3.592 3.561 -0.062
H 3.225 1.863 1.393
H 3.085 0.178 -1.120
*
```

Here are the natural (NBO) charges for atoms 1 to 5, given in e:
1 C -0.4945
2 N -0.9217
3 H 0.0606
4 H 0.0976
5 H 0.2605

No. 4
The following is a quantum chemistry calculation of a structure of composition C2H10NO5PSi2V, from the Open Molecules 2025 dataset.

As for the LUMO energy: -9.17 eV.

```
! RIJCOSX wB97M-V def2-TZVPD def2/J DEFGRID3
* xyz 1 1
C 0.601 -0.759 0.929
P 0.127 -0.100 -0.779
C 1.575 0.732 -1.679
Si -1.698 1.132 -0.752
O -1.804 2.278 0.556
Si -0.257 2.977 0.986
O -3.070 0.014 -0.566
N -2.657 -1.274 -0.707
O -2.724 -1.821 0.381
H 1.567 -1.399 0.803
H 0.821 0.043 1.730
H -0.220 -1.466 1.358
H 1.118 1.323 -2.583
H 2.246 -0.113 -2.129
H 2.241 1.405 -1.014
H -1.881 1.746 -2.085
H 0.200 2.243 2.193
H -0.499 4.363 1.452
H 0.744 2.918 -0.085
O 1.483 -3.218 -0.141
V 1.184 -4.743 0.672
O 0.903 -6.279 1.462
*
```

Here are the natural (NBO) charges for atoms 1 to 5, given in e:
1 C -0.9726
2 P 0.6468
3 C -0.9495
4 Si 1.5552
5 O -1.1670

Which formula does entry 4 have?
C2H10NO5PSi2V